(1)
Computed, not measured: 8 unconnected molecules or ions with the total composition C37H76Cl6F8O in a non-equilibrium geometry, with ωB97M-V with the def2-TZVPD basis set.

Results
Spin multiplicity: 1
LUMO (eV): 0.34
Strongest force on any atom (eV/Å): 2.97

Atoms and positions in Å:
Cl (-2.639, 9.289, -13.092)
Cl (-4.219, 10.585, -11.162)
Cl (1.286, 7.869, 3.637)
Cl (0.621, 6.315, 5.914)
Cl (1.643, 9.004, 6.445)
Cl (-5.486, 10.006, -13.667)
F (6.832, 3.074, 1.976)
F (6.457, 3.602, -0.063)
F (9.165, -2.017, 1.273)
F (8.457, -0.482, 2.490)
F (8.142, -0.640, -1.127)
F (8.280, 5.536, 1.088)
F (6.825, -1.539, 0.153)
F (9.595, 3.928, 1.511)
O (8.020, 1.927, 0.467)
C (7.423, 3.241, 0.781)
C (-1.806, -0.103, 11.255)
C (-2.836, -0.349, 10.154)
C (-4.259, 9.426, -12.487)
C (2.147, -6.405, -7.953)
C (3.304, -4.567, 5.023)
C (-1.944, 5.759, -4.983)
C (1.906, -6.892, -10.486)
C (8.580, 4.271, 0.723)
C (2.560, -5.817, -5.457)
C (1.757, 7.535, 5.355)
C (2.736, -7.135, -9.178)
C (7.055, 0.848, 0.318)
C (-0.933, 4.403, -3.074)
C (-0.197, 2.861, -1.120)
C (-1.398, 3.011, -0.246)
C (-3.729, 0.251, 7.946)
C (4.725, -6.717, 4.668)
C (-10.657, 1.578, -2.533)
C (-9.234, 4.927, -6.129)
C (-0.361, -0.545, 10.817)
C (-0.152, -1.984, 10.375)
C (-8.955, 4.261, -4.753)
C (-10.049, 3.253, -4.356)
C (3.085, -6.216, -6.843)
C (-2.619, 0.522, 8.954)
C (8.792, -0.765, 1.205)
C (4.979, -7.574, 7.198)
C (1.924, -3.954, 4.672)
C (5.525, -6.674, 6.021)
C (-1.156, 4.495, -4.574)
C (-0.367, 3.001, -2.638)
C (7.696, -0.521, 0.097)
C (1.998, -4.420, -5.374)
C (-9.811, 2.772, -2.974)
C (-9.942, 0.534, -1.609)
C (3.346, -6.050, 4.683)
H (0.614, 2.828, -3.082)
H (-10.626, -0.277, -1.362)
H (1.063, -4.399, -5.934)
H (5.559, -5.670, 6.444)
H (-1.883, 3.980, -0.363)
H (-9.350, 4.269, -6.990)
H (4.166, -4.069, 4.580)
H (1.824, -5.410, -8.258)
H (3.944, -7.381, 7.482)
H (-9.665, 0.983, -0.655)
H (2.605, -3.637, -5.829)
H (1.831, -5.824, -10.688)
H (-1.879, 4.413, -2.533)
H (2.776, -8.205, -8.978)
H (-2.814, 5.825, -4.329)
H (-8.452, 5.660, -6.328)
H (3.306, -5.882, -4.665)
H (6.474, 1.005, -0.591)
H (-4.539, 8.443, -12.108)
H (3.753, -6.755, -9.276)
H (-2.048, -0.603, 12.193)
H (1.269, -6.943, -7.596)
H (-0.800, -2.229, 9.533)
H (-11.033, 3.700, -4.494)
H (0.865, -2.315, 10.167)
H (0.180, 1.855, -0.938)
H (-0.513, -2.577, 11.216)
H (-3.788, -0.093, 10.619)
H (-1.222, 2.939, 0.827)
H (-8.781, 5.074, -4.049)
H (3.437, -7.225, -6.631)
H (1.912, -2.921, 5.019)
H (2.736, 7.055, 5.359)
H (1.173, -4.492, 5.250)
H (-11.562, 1.997, -2.094)
H (3.573, -4.461, 6.074)
H (-4.754, 0.150, 8.302)
H (1.762, -6.506, -5.181)
H (-3.543, -0.607, 7.300)
H (2.697, -6.546, 5.404)
H (-9.973, 3.594, -2.276)
H (9.634, -0.134, 0.921)
H (-11.052, 1.035, -3.392)
H (1.793, -4.113, -4.348)
H (-8.785, 2.406, -2.948)
H (-2.083, 2.219, -0.550)
H (6.410, 0.797, 1.195)
H (-0.322, 5.217, -2.683)
H (-1.363, 6.681, -5.006)
H (2.303, -7.455, -11.331)
H (2.908, -6.115, 3.687)
H (0.879, -7.243, -10.385)
H (-10.147, 5.519, -6.195)
H (-3.670, 1.109, 7.278)
H (-10.128, 2.485, -5.126)
H (3.918, -5.550, -7.068)
H (4.844, -8.551, 6.734)
H (-2.891, -1.380, 9.802)
H (-7.954, 3.832, -4.706)
H (4.522, -7.712, 4.273)
H (-2.350, 5.618, -5.984)
H (8.964, 4.263, -0.297)
H (-1.710, 3.627, -4.932)
H (-1.661, 0.942, 11.529)
H (-1.036, 2.247, -3.050)
H (0.533, 3.590, -0.768)
H (5.692, -7.671, 8.017)
H (0.071, -0.018, 9.967)
H (6.555, -6.926, 5.769)
H (-0.206, 4.381, -5.095)
H (5.268, -6.274, 3.833)
H (0.372, -0.377, 11.606)
H (-9.025, 0.145, -2.051)
H (1.651, -4.045, 3.621)
H (-1.616, 0.434, 8.538)
H (-2.722, 1.556, 9.283)

=====

(2)
Computed, not measured: 8 unconnected molecules or ions with the total composition C37H77BFN3O34PS7 in a non-equilibrium geometry, with ωB97M-V with the def2-TZVPD basis set.

Results
Spin multiplicity: 1
LUMO (eV): -1.99
Total charge: +1
Strongest force on any atom (eV/Å): 3.59

Atoms and positions in Å:
S (-8.025, -7.414, 4.210)
S (1.935, 4.338, 2.397)
S (12.325, 3.612, -1.250)
S (-1.663, 6.683, -3.079)
S (0.761, 9.206, -4.107)
S (1.288, -2.700, -5.309)
S (-5.113, -5.778, 0.850)
P (-3.909, 0.078, 0.822)
F (-2.639, 0.581, -4.218)
O (-4.618, -4.580, 1.431)
O (2.099, 8.782, -4.894)
O (2.291, 0.289, 3.871)
O (-1.827, 5.234, -2.376)
O (0.716, 10.747, -4.585)
O (0.622, -3.155, -6.695)
O (-6.477, -6.189, 1.590)
O (-7.230, -7.487, 3.033)
O (6.830, 2.204, 1.664)
O (2.226, 4.123, 3.764)
O (-0.822, 6.549, -4.202)
O (12.575, 4.915, -0.760)
O (-9.543, -7.077, 3.788)
O (-3.265, 1.316, 0.298)
O (-4.320, -6.944, 0.709)
O (1.603, -1.177, -5.710)
O (-5.740, -5.418, -0.594)
O (2.512, -3.391, -5.153)
O (2.661, 5.690, 1.930)
O (-3.185, 6.845, -3.578)
O (2.151, 3.342, 1.404)
O (0.288, -2.695, -4.300)
O (1.033, 9.168, -2.716)
O (11.676, 2.727, -0.073)
O (11.031, 3.670, -2.207)
O (0.420, 4.851, 2.268)
O (-8.285, -8.906, 4.754)
O (-1.431, 7.644, -2.062)
O (6.794, 1.634, -0.479)
O (13.322, 2.836, -1.889)
O (-1.607, -4.225, 4.469)
O (-7.675, -6.588, 5.305)
O (-2.726, -4.977, 2.432)
O (-0.336, 8.519, -4.686)
N (-1.367, -2.946, 2.400)
N (-1.073, 1.056, 4.425)
N (-1.488, -1.102, 0.075)
C (-2.887, -6.244, 3.113)
C (-10.344, -8.262, 3.867)
C (2.441, -0.177, 5.200)
C (10.086, 2.682, -1.784)
C (1.338, -1.568, 2.625)
C (1.931, 11.080, -5.263)
C (-2.202, -0.973, 3.633)
C (2.637, -0.725, 2.918)
C (-7.071, -5.938, -0.662)
C (-0.825, -3.239, 1.081)
C (-2.662, -1.309, 0.970)
C (-1.411, -0.203, -2.338)
C (5.172, -0.073, 0.363)
C (3.213, -1.322, -0.704)
C (5.063, 3.239, 0.537)
C (0.504, -0.968, 1.476)
C (5.935, 0.524, -0.834)
C (0.168, -4.440, 1.126)
C (0.714, -2.084, -0.737)
C (10.266, 2.595, -0.284)
C (-0.257, -1.919, 0.487)
C (2.408, 9.779, -5.874)
C (2.195, -2.491, -0.440)
C (1.698, 6.556, 1.305)
C (-2.445, -1.879, 2.391)
C (-7.592, -5.852, 0.759)
C (1.494, -1.031, -7.132)
C (4.559, -1.487, 0.084)
C (-1.921, -1.315, -1.340)
C (6.300, 2.335, 0.606)
C (-2.162, 0.574, 3.518)
C (-3.892, 5.614, -3.395)
C (-2.526, 0.758, -2.829)
C (0.404, 6.267, 2.032)
C (0.413, -2.011, -7.534)
C (-9.691, -9.105, 4.942)
C (-3.217, 4.946, -2.215)
B (-1.936, -4.099, 3.122)
H (-1.716, -2.329, -1.719)
H (2.451, -3.242, -1.216)
H (1.245, -0.006, -7.396)
H (4.412, 3.087, 1.433)
H (-1.260, -0.097, 0.133)
H (-7.906, -4.834, 1.006)
H (0.370, 6.774, 2.999)
H (3.449, -1.358, 3.314)
H (-2.382, -4.469, 4.994)
H (1.749, 11.847, -6.012)
H (5.811, -0.166, 1.254)
H (-1.256, -1.282, 4.109)
H (9.076, 2.970, -2.064)
H (-10.312, -8.762, 2.896)
H (6.567, -0.204, -1.371)
H (-1.578, -3.634, 0.347)
H (-2.007, -6.558, 3.694)
H (-3.815, -6.214, 3.714)
H (10.342, 1.737, -2.270)
H (-8.417, -6.538, 0.939)
H (4.308, 0.598, 0.534)
H (2.457, -1.296, -7.575)
H (-3.488, 0.643, -2.308)
H (2.755, -0.325, -0.583)
H (-3.039, -7.007, 2.339)
H (-0.388, -5.398, 1.184)
H (0.478, -2.291, -8.582)
H (-3.219, -2.131, 0.465)
H (2.901, -0.176, 2.002)
H (-0.180, -0.223, 1.937)
H (-7.671, -5.363, -1.363)
H (-3.386, 3.871, -2.193)
H (0.719, -4.546, 0.175)
H (4.478, -2.114, 0.983)
H (-4.510, 0.331, 2.088)
H (3.474, 9.788, -6.089)
H (0.769, -1.509, 3.570)
H (-3.018, -1.234, -1.482)
H (-0.582, -1.613, -7.326)
H (5.268, -1.995, -0.602)
H (-7.013, -6.976, -1.000)
H (1.704, -0.982, 5.426)
H (-0.651, 0.414, -1.819)
H (-11.374, -8.009, 4.109)
H (2.378, -3.006, 0.511)
H (1.658, -2.614, 2.533)
H (3.446, -0.575, 5.431)
H (0.806, -1.057, -1.147)
H (2.002, 7.595, 1.391)
H (5.369, 4.299, 0.561)
H (-3.374, -2.459, 2.608)
H (1.185, -0.338, 0.868)
H (9.907, 1.651, 0.120)
H (9.765, 3.421, 0.224)
H (0.824, -4.427, 2.009)
H (1.855, 9.542, -6.785)
H (-4.953, -0.306, -0.063)
H (-0.874, -0.663, -3.187)
H (-3.547, 5.384, -1.270)
H (-4.947, 5.804, -3.213)
H (2.175, 0.656, 5.874)
H (-1.889, 0.947, 2.504)
H (-3.089, 1.046, 3.880)
H (-1.239, 2.021, 4.690)
H (1.631, 6.285, 0.249)
H (0.319, -2.743, -1.526)
H (-0.464, 6.546, 1.448)
H (-9.945, -10.158, 4.857)
H (-2.176, 1.798, -2.701)
H (4.417, 3.019, -0.333)
H (3.496, -1.393, -1.774)
H (5.226, 0.916, -1.596)
H (-0.214, 0.987, 3.881)
H (2.642, 11.457, -4.524)
H (-9.953, -8.748, 5.941)
H (-2.959, -1.209, 4.409)
H (-3.783, 5.019, -4.305)

=====

(3)
Computed, not measured: 6 unconnected molecules or ions with the total composition C37H79F5N8O10P in a non-equilibrium geometry, with ωB97M-V with the def2-TZVPD basis set.

Results
Spin multiplicity: 1
LUMO (eV): -5.32
Total charge: +1
Strongest force on any atom (eV/Å): 7.63

Atoms and positions in Å:
P (3.260, -4.243, -1.326)
F (-1.261, -1.004, -2.765)
F (-0.761, -3.588, -3.422)
F (0.114, -2.984, -5.500)
F (0.843, -0.163, -3.501)
F (-0.840, -0.707, -5.075)
O (-1.740, 3.146, 6.571)
O (1.898, -5.215, -0.726)
O (4.144, -3.827, 0.118)
O (-0.034, -9.659, -4.174)
O (-8.078, 1.601, 5.173)
O (1.630, -4.627, -3.654)
O (1.260, 3.341, -0.019)
O (4.083, -0.450, -2.997)
O (4.151, -5.252, -2.139)
O (-3.741, 8.953, 2.088)
N (-0.738, 5.114, 1.094)
N (-0.599, 3.759, 3.983)
N (-2.579, -8.311, -4.452)
N (9.101, -4.620, -1.571)
N (3.813, -1.962, -4.676)
N (-0.403, -1.841, 0.616)
N (-0.971, 8.923, 2.922)
N (-5.307, 1.571, 6.007)
C (1.646, 0.061, 0.995)
C (0.310, -2.700, -4.022)
C (0.142, 2.916, 4.933)
C (-2.315, -9.546, -5.204)
C (1.985, -6.943, -4.492)
C (0.404, -2.421, -0.498)
C (7.082, -3.182, -1.026)
C (-0.320, 3.162, 6.388)
C (-0.095, -10.788, -3.317)
C (1.622, 4.648, 0.439)
C (2.501, -0.636, -0.252)
C (1.825, -3.139, -3.686)
C (-0.173, -1.180, -3.800)
C (1.170, 3.220, -1.430)
C (8.263, -3.473, -2.174)
C (-8.702, 2.861, 5.366)
C (-7.027, 1.606, 4.202)
C (0.086, 6.186, -0.938)
C (2.665, -2.627, -4.993)
C (3.861, -1.892, -3.131)
C (-2.690, 8.958, 1.117)
C (1.860, -1.936, -1.090)
C (-5.680, 2.167, 4.716)
C (2.282, -5.313, -4.755)
C (6.120, -1.930, -1.523)
C (-0.797, -9.790, -5.377)
C (-1.323, 11.041, 1.760)
C (-1.344, 9.519, 1.631)
C (0.190, -0.650, 1.297)
C (-3.049, -10.705, -4.532)
C (0.461, 5.669, 0.450)
C (2.667, -2.688, -2.349)
C (-5.659, 3.689, 4.845)
C (5.452, -2.384, -2.947)
C (0.034, 1.458, 4.493)
C (-4.365, 10.213, 2.281)
C (-2.307, 1.846, 6.634)
H (-0.454, -0.145, 2.166)
H (-3.833, 10.780, 3.046)
H (-4.129, -10.616, -4.702)
H (-8.771, 3.436, 4.438)
H (1.075, -7.047, -3.736)
H (-4.435, 10.788, 1.353)
H (-2.535, 7.906, 0.849)
H (-0.510, 4.873, 2.058)
H (-1.840, 11.397, 2.656)
H (-2.018, -8.350, -3.595)
H (9.674, -5.031, -2.340)
H (-0.289, 11.399, 1.834)
H (1.737, -7.495, -5.493)
H (-0.596, -10.754, -5.859)
H (0.166, 2.472, 7.088)
H (5.366, -1.553, -0.711)
H (6.869, -1.020, -1.714)
H (-0.433, 4.738, 4.215)
H (3.551, -0.184, -0.488)
H (7.531, -2.902, 0.019)
H (2.487, 5.026, -0.119)
H (3.261, 0.077, -2.820)
H (1.340, 2.171, -1.691)
H (3.475, -5.260, -4.753)
H (4.026, -2.872, 0.388)
H (-0.877, 7.915, 2.803)
H (2.918, -7.474, -4.008)
H (-3.241, 1.911, 7.199)
H (-5.214, 0.563, 5.887)
H (-9.715, 2.684, 5.740)
H (0.812, -10.798, -2.703)
H (-2.181, -7.525, -4.965)
H (-0.516, 5.472, -1.507)
H (-1.648, 1.131, 7.134)
H (-6.872, 0.554, 3.934)
H (1.916, 3.830, -1.947)
H (5.640, -3.486, -3.273)
H (-1.598, 3.631, 4.177)
H (-6.115, 1.667, 6.632)
H (-2.743, -9.434, -6.207)
H (-3.015, 9.465, 0.201)
H (-2.905, -10.725, -3.448)
H (-0.058, -3.397, -1.009)
H (-1.779, 11.517, 0.888)
H (-4.625, 4.046, 4.918)
H (2.028, 0.983, 1.608)
H (-2.559, 1.501, 5.630)
H (-2.726, -11.667, -4.940)
H (7.774, -3.950, -3.153)
H (-4.913, 1.896, 3.980)
H (6.495, -4.215, -0.943)
H (-6.115, 4.165, 3.973)
H (-0.513, 7.100, -0.851)
H (-0.409, -9.021, -6.055)
H (2.144, -5.573, 0.199)
H (6.021, -1.726, -3.771)
H (4.517, -1.577, -5.350)
H (0.000, 4.170, 6.676)
H (-1.778, 9.019, 3.547)
H (0.978, 6.427, -1.523)
H (-0.927, 4.206, 0.656)
H (0.164, 3.477, -1.763)
H (-7.351, 2.112, 3.285)
H (-8.169, 3.428, 6.131)
H (0.794, 6.534, 1.035)
H (-0.145, -11.729, -3.873)
H (0.637, 1.290, 3.592)
H (-0.944, -10.696, -2.638)
H (1.203, 3.191, 4.878)
H (2.550, -2.771, -6.146)
H (0.403, 0.783, 5.271)
H (-6.176, 4.044, 5.740)
H (1.821, -5.124, -5.828)
H (-5.378, 10.036, 2.655)
H (1.959, 4.512, 1.474)
H (8.359, -5.351, -1.351)
H (-0.989, 1.166, 4.242)
H (8.895, -2.516, -2.407)
H (-0.577, 9.249, 0.896)

=====

Calculated values (u) of M for the records, taken in order: 901.72, 1393.26, 922.05.